(1)
46
Properties=species:S:1:pos:R:3:forces:R:3:lowdin_charge:R:1 method="wB97M-V/def2-TZVPD" relative_energy_ev=3.7116 orbital_gap_ha=0.3748 smiles="CC(=O)N1CCCC1.O.O.O.O.O.O.O.O.O" e_lumo_ev=0.29
C 0.47656 1.86700 -1.57703 0.1 0.3 0.0 -0.02
C 0.78109 0.39713 -1.75424 2.0 1.4 -3.3 -0.43
N 0.51623 -0.54331 -0.74256 -0.5 -1.0 -4.2 -0.03
C 0.91606 -1.95857 -1.25711 -0.2 1.2 -1.5 -0.10
C -0.39196 -2.78818 -1.34709 1.0 -2.2 -3.5 -0.21
C -1.57050 -2.02697 -0.91487 -1.3 2.9 0.9 -0.17
C -0.96354 -0.62043 -0.47875 -1.2 0.9 1.6 -0.13
O 1.36867 0.23334 -2.88190 -1.0 -1.2 3.7 -0.04
H -0.16583 2.06376 -0.74159 -0.9 0.2 -0.2 0.04
H 1.38178 2.43646 -1.23735 -0.4 -0.7 -0.8 0.11
H 0.13351 2.23503 -2.59072 0.4 -0.1 1.5 0.12
H 1.36582 -1.93919 -2.36550 -0.6 0.4 2.9 0.15
H 1.63604 -2.20355 -0.49270 0.3 -1.1 -0.1 0.10
H -0.58631 -3.02455 -2.55034 0.8 0.2 3.1 0.16
H -0.29385 -3.75481 -0.81904 0.0 0.4 -0.4 0.11
H -2.39494 -1.93469 -1.69431 1.2 0.0 1.0 0.13
H -2.02074 -2.33611 0.04367 0.0 -0.4 -0.7 0.09
H -1.57672 0.29028 -0.76034 1.1 -1.1 -0.4 0.11
H -1.01039 -0.57331 0.60924 -0.2 -0.3 -0.1 0.07
H -1.54163 -1.30437 2.57688 1.1 -0.4 0.4 -0.04
H -2.99222 -1.60188 2.83857 0.3 0.5 -0.5 0.07
O -2.41219 -1.04824 2.28000 -1.9 0.1 0.2 -0.08
H 0.42520 -0.05024 -4.28509 0.8 -0.4 0.8 -0.03
H -0.97544 -0.67492 -4.67271 0.2 -0.3 0.2 0.03
O -0.34708 0.02855 -4.82729 -1.4 0.8 -1.3 -0.05
H -2.24620 1.62159 1.40548 0.3 0.7 1.0 0.07
H -2.08163 1.19483 2.85116 0.5 1.5 -1.0 0.08
O -1.92844 2.00826 2.26533 -1.0 -2.4 -0.2 -0.09
H 1.67118 1.16626 2.63770 -0.3 1.0 0.1 -0.03
H 1.31795 2.34914 3.68613 0.1 -0.3 -0.6 0.03
O 1.56470 1.42647 3.56733 0.0 -0.3 0.9 -0.07
H -0.16285 -2.96731 2.98263 0.2 -4.4 -0.9 0.01
H 0.61823 -1.70310 2.82878 1.6 0.5 -0.3 -0.01
O -0.17342 -2.09124 3.15296 -1.7 3.6 1.4 0.02
H -1.45295 1.02473 -3.08776 -0.6 0.3 -0.8 -0.01
H -2.99278 1.63840 -3.31112 2.7 -1.4 1.7 0.12
O -2.30267 1.20704 -2.65977 -2.4 1.1 -1.2 -0.11
H 2.34609 0.21452 0.45323 -0.2 -1.1 -1.0 0.02
H 1.40616 1.48244 0.62287 1.9 -0.9 0.9 0.06
O 2.26486 1.01126 0.93946 -1.3 2.2 0.2 -0.09
H 2.57775 -0.29368 2.40869 -1.6 -1.2 0.3 0.05
H 3.17177 -1.41522 3.01426 -0.8 -1.0 0.4 0.08
O 2.25438 -1.18270 2.76868 2.9 1.9 -0.9 -0.08
H -0.46326 2.75248 1.59409 -0.6 -0.4 0.5 0.01
H 0.83696 3.51866 1.64387 0.8 0.9 0.7 0.05
O 0.33237 2.95371 1.09317 -0.1 -0.4 -0.9 -0.05

(2)
44
Properties=species:S:1:pos:R:3:forces:R:3:lowdin_charge:R:1 method="wB97M-V/def2-TZVPD" relative_energy_ev=3.3518 orbital_gap_ha=0.3523 smiles=CCN1CCCC1.O.O.O.O.O.O.O.O e_lumo_ev=0.17
C -0.61206 -1.50430 -1.24532 0.9 -2.1 0.2 -0.15
N 0.16218 -1.43950 0.05358 -1.4 -1.1 -1.5 -0.22
C -0.17073 -2.66493 0.86341 1.2 0.4 0.6 -0.20
C 0.87711 -2.75888 2.00180 0.3 -2.3 -0.8 -0.08
C -0.32928 -0.28157 0.69842 -1.7 2.5 1.3 -0.20
C -1.89732 -0.16327 0.32710 1.7 -2.6 -0.5 -0.09
C -2.03217 -0.96225 -1.05610 -1.6 -0.2 1.3 -0.14
H -0.01181 -0.97175 -1.96649 -0.2 0.5 -0.4 0.08
H -0.47246 -2.58417 -1.51939 -0.7 1.0 -0.3 0.12
H 0.01931 -3.53326 0.18767 -0.7 0.7 0.6 0.12
H -1.17129 -2.66702 1.36958 0.4 0.0 -1.1 0.13
H 0.49207 -3.01755 2.97399 -0.5 1.1 0.6 0.06
H 1.61844 -1.96275 1.94989 -0.2 -0.3 0.4 0.05
H 1.36379 -3.74754 1.84477 0.5 0.8 -0.3 0.08
H 0.18874 0.72009 0.56577 -0.2 -1.4 -0.7 0.11
H -0.21349 -0.44700 1.77292 -0.3 0.2 0.0 0.10
H -2.29482 0.81838 0.24748 -0.3 0.6 0.5 0.06
H -2.31015 -0.84446 1.07803 -0.7 0.8 0.0 0.09
H -2.44183 -0.35071 -1.85135 1.0 0.2 -0.1 0.05
H -2.95080 -1.66996 -1.02129 2.1 0.2 0.5 0.13
H 1.42065 0.92982 2.44957 0.2 -0.3 0.2 0.00
H 1.30754 1.95191 3.53328 -0.3 -0.3 0.2 0.08
O 0.75935 1.30597 3.05704 0.7 0.5 0.0 -0.06
H 3.05920 -2.05917 -1.22115 0.2 0.0 0.1 0.04
H 1.88918 -1.43320 -0.41795 0.1 -0.5 0.4 0.00
O 2.83768 -1.71605 -0.34936 0.0 0.3 -0.3 -0.08
H 2.23915 1.63603 -2.79036 -0.2 -0.3 0.1 0.06
H 1.55265 0.43242 -2.08570 0.2 0.2 0.2 0.01
O 1.89488 0.74173 -2.92977 0.1 0.1 -0.2 -0.04
H -0.21505 0.39005 -3.82870 -0.1 0.3 0.6 -0.01
H -1.62653 0.90883 -3.15659 1.1 0.0 0.1 -0.03
O -1.12172 0.67830 -3.95294 -0.6 -0.2 -1.2 -0.08
H 0.66755 2.43504 1.71518 -0.5 0.1 -0.4 0.00
H 0.36755 2.90123 0.20391 0.5 -0.6 0.1 0.03
O 0.39080 3.16588 1.12357 0.5 0.7 0.1 -0.07
H 2.87429 -0.54768 1.68400 0.0 -0.1 0.1 0.00
H 3.81518 0.38177 1.05444 -0.1 0.3 0.2 0.06
O 3.20824 0.34963 1.80957 0.0 -0.2 -0.4 -0.05
H -3.22151 1.95402 -2.05321 -0.1 -0.5 -0.2 0.09
H -2.11332 2.62410 -1.41267 0.4 -0.4 0.3 0.05
O -2.31306 1.74658 -1.78812 -0.8 1.7 0.0 -0.08
H -1.15273 3.86441 0.33627 0.2 0.2 0.4 -0.01
H -2.24282 3.70124 1.34818 0.0 -0.1 -0.1 0.06
O -2.09058 3.68951 0.39706 -0.8 0.2 -0.4 -0.06

(3)
45
Properties=species:S:1:pos:R:3:forces:R:3:lowdin_charge:R:1 method="wB97M-V/def2-TZVPD" relative_energy_ev=3.1408 multiplicity=2 orbital_gap_ha="0.3646 / 0.2208" total_charge=+1 s2=0.772 e_lumo_ev="-3.38 / -7.29"
C 1.99550 1.90090 0.66607 3.2 0.8 -3.6 -0.05
N 0.73668 2.53283 0.58266 -3.1 -2.8 -2.1 0.10
C -0.12280 2.07792 -0.47123 2.1 1.2 1.7 -0.24
C -1.44456 2.20385 -0.21638 -1.9 0.1 0.1 0.21
C 0.62200 -0.45616 -3.27313 0.0 0.6 -3.4 -0.08
C 0.24986 0.31749 -2.08241 1.5 0.3 1.1 -0.18
C 0.40797 1.61266 -1.76009 -0.9 -0.3 0.3 -0.06
H 2.53712 2.37001 -0.28723 -0.8 -1.6 1.3 0.16
H 2.06456 0.76722 0.59010 -0.5 1.5 0.1 0.10
H 2.70199 2.32426 1.34055 -0.2 0.1 1.5 0.09
H 0.18095 2.67030 1.41985 0.0 0.9 0.6 0.09
H -2.30032 1.99943 -0.88688 1.0 -0.1 0.2 0.11
H -1.74278 2.52100 0.75916 -0.2 0.3 0.5 0.07
H -0.36130 -0.45122 -3.90396 1.9 -0.5 0.6 0.13
H 1.52996 -0.19027 -3.95917 -1.9 0.7 1.3 0.14
H 0.96833 -1.44024 -3.03808 -0.6 -0.9 0.5 0.05
H -0.06779 -0.35677 -1.26604 -0.2 0.6 -0.2 0.13
H 0.60571 2.49584 -2.36001 0.7 -0.5 -0.7 0.15
H -2.05600 0.77574 -2.76207 -0.4 -0.2 -0.7 0.00
H -2.57840 2.08930 -3.16978 -0.3 0.3 -0.6 0.03
O -2.55212 1.18343 -3.50023 0.6 0.0 1.2 -0.05
H -3.55940 -0.35934 1.67370 3.3 0.3 1.0 0.12
H -2.04590 -0.64584 2.38507 -1.4 0.4 -0.9 0.05
O -2.55033 -0.10149 1.71989 -1.6 0.1 0.6 -0.13
H 0.83328 -4.03586 -0.78106 0.3 1.2 0.4 0.11
H 0.30114 -2.63002 -0.92978 -2.5 1.3 -1.2 -0.02
O 0.97471 -3.09163 -0.52368 2.7 -2.3 0.4 -0.03
H 2.03518 -1.88083 0.68782 -1.0 -0.9 -2.1 -0.04
H 3.04065 -1.09708 1.50790 0.6 0.1 -0.1 0.06
O 2.35864 -1.76479 1.54606 0.6 0.6 2.5 -0.01
H -0.29480 -2.89100 1.93698 -0.8 -1.1 -0.6 0.06
H -0.71006 -1.74070 1.31333 -1.0 -0.8 -0.7 0.02
O -0.94909 -2.70219 1.21865 1.5 1.8 1.5 -0.10
H 2.63755 0.08255 -1.66241 -0.3 0.7 -0.4 -0.04
H 2.75983 -1.28218 -0.97241 2.5 2.4 -2.0 0.10
O 3.34873 -0.50750 -1.43503 -2.1 -3.2 2.3 -0.08
H 1.18219 -1.25448 2.82215 -2.1 -0.2 0.2 0.06
H 0.31238 -1.05434 4.10519 -0.4 -0.2 -0.6 0.08
O 0.20431 -1.20188 3.14350 2.4 0.6 0.5 -0.11
H -0.03983 1.73056 2.92926 -1.9 0.3 1.1 0.06
H -1.50353 2.42384 3.29820 -2.2 -1.3 0.1 0.02
O -0.58988 2.50687 3.20683 4.1 0.5 -1.0 -0.02
H -3.27835 -1.07334 0.19424 0.2 -0.5 -0.4 -0.02
H -2.45941 -2.34732 0.06236 -0.8 0.0 0.4 0.01
O -3.38257 -2.02953 0.13150 0.2 -0.1 -0.8 -0.07